[1]
ORCA calculation (wB97M-V/def2-TZVPD) on a molecular structure, C6H10N2.

Properties
total energy = -344.00786 Ha
HOMO = -0.290 hartree
relative energy (zero: lowest compared OMol25 entry of this formula, charge and spin) = 80.9 kcal per mole
charge = 0

```
18
C6H10N2 (wB97M-V/def2-TZVPD)
C -1.63966 1.20995 0.53613
C 2.02903 -0.84432 -0.36217
C -0.34394 -1.07303 0.21491
C -0.32076 0.52946 0.80006
C 0.60232 -0.49541 -0.71488
C 0.28002 0.06834 -1.91442
N -1.13801 -1.97670 0.46416
N 0.50997 0.82836 1.70275
H -1.79879 -1.82307 1.22973
H 0.23442 1.62949 2.26900
H -2.21160 1.26850 1.46183
H -1.45713 2.22856 0.18780
H -2.23131 0.70282 -0.22304
H 2.70598 -0.18483 -0.89842
H 2.22629 -0.74073 0.70403
H 2.21879 -1.88470 -0.62304
H -0.73252 0.14189 -2.27300
H 1.06691 0.41543 -2.56141
```

Mulliken population analysis, charges in e, atoms 1 to 2: C -1.3607; C -1.2976

=====

[2]
ORCA calculation (wB97M-V/def2-TZVPD) on 2 unconnected molecules or ions with the total composition C6H10N2.

Properties
total energy = -344.03840 Ha
HOMO = -0.312 hartree
relative energy (zero: lowest compared OMol25 entry of this formula, charge and spin) = 61.7 kcal per mole
charge = 0

```
18
C6H10N2 (wB97M-V/def2-TZVPD)
C 0.51305 -0.58643 0.51292
C 1.88381 0.01946 0.68420
C -1.05276 -1.53091 -1.22884
C -0.27902 -0.37363 -0.64184
N -0.34310 1.98686 -0.32501
C -0.55855 0.91202 -1.08699
C -0.47679 0.43771 2.02584
N -0.91036 0.09238 3.04421
H 0.45798 -1.60120 0.90348
H -0.74731 2.86326 -0.61972
H -0.31915 1.77478 0.71645
H -1.11222 1.05302 -2.00993
H 2.58930 -0.60940 0.13441
H 2.17916 0.01578 1.73001
H 1.94736 1.03449 0.30553
H -1.87939 -1.81639 -0.57053
H -1.47978 -1.26541 -2.19961
H -0.41224 -2.40641 -1.37456
```

Mulliken population analysis, charges in e, atoms 1 to 2: C -0.1233; C -1.1669

=====

[3]
ORCA calculation (wB97M-V/def2-TZVPD) on C6H10N2 in the gas phase.

Properties
total energy = -344.02060 Ha
HOMO = -0.302 hartree
structure (SMILES) = C#C[C@@H](NC)C(=C)N
relative energy (zero: lowest compared OMol25 entry of this formula, charge and spin) = 72.9 kcal per mole
charge = 0

```
18
C6H10N2 (wB97M-V/def2-TZVPD)
C 1.07213 -0.48453 -1.47851
C -1.21118 0.66487 -0.80727
C -1.69394 1.42798 -1.60993
H 1.58502 -1.21878 -2.09362
H 0.86042 0.33185 -2.17178
H 1.73702 -0.11237 -0.70416
H -2.04795 2.07159 -2.36630
C -0.01584 0.09118 1.29378
N 0.46545 -0.96235 2.05156
C -0.81641 -0.40252 0.09984
C 0.12377 1.37666 1.61274
N 0.00489 -1.36197 -0.65618
H 1.19020 -0.72745 2.71148
H 0.65253 -1.79457 1.50950
H -0.58958 -1.80950 -1.34900
H -1.70815 -0.92544 0.47776
H -0.31549 2.15355 1.01421
H 0.70711 1.68182 2.46589
```

Mulliken population analysis, charges in e, atoms 1 to 2: C -0.8440; C -0.9017

=====

[4]
ORCA calculation (wB97M-V/def2-TZVPD) on a molecular structure, C6H10N2.

Properties
total energy = -344.03068 Ha
HOMO = -0.347 hartree
relative energy (zero: lowest compared OMol25 entry of this formula, charge and spin) = 66.5 kcal per mole
charge = 0

```
18
C6H10N2 (wB97M-V/def2-TZVPD)
C -1.42995 -1.05103 0.06759
C -0.25463 1.59351 -1.35106
C -0.62933 0.79353 -0.14328
C -0.02844 -0.61498 0.29604
C 0.28459 -0.52166 1.80073
C 1.05015 -1.26124 -0.53602
N -1.96356 0.07249 -0.23997
N 0.10729 2.74340 -1.15961
H -1.83806 -1.95006 0.38967
H -0.32749 1.06746 -2.28067
H -0.70379 1.49319 0.72696
H 0.75125 0.36227 2.01794
H 0.84223 -1.34492 2.18579
H -0.60825 -0.54741 2.35252
H 1.93923 -0.63299 -0.35093
H 0.94612 -1.35722 -1.54911
H 1.40803 -2.19689 -0.20932
H 0.45463 3.35256 -2.01725
```

Mulliken population analysis, charges in e, atoms 1 to 2: C -0.5294; C -0.3679

=====

[5]
ORCA calculation (wB97M-V/def2-TZVPD) on a molecular structure, C6H10N2.

Properties
total energy = -343.86270 Ha
HOMO = -0.277 hartree
relative energy (zero: lowest compared OMol25 entry of this formula, charge and spin) = 171.9 kcal per mole
charge = 0

```
18
C6H10N2 (wB97M-V/def2-TZVPD)
C -1.13522 0.35185 -1.72538
C -0.45537 0.47316 -0.41449
C -1.70233 0.60489 0.56252
C 0.58038 1.47400 -0.03137
C 1.46775 0.69102 0.97328
C 0.27815 -0.86477 -0.02697
H -1.81302 1.15912 -1.65592
H -1.84537 -0.54837 -1.88198
H -0.39797 0.33458 -2.54601
H -1.86000 2.03863 1.01967
H -1.59386 -0.23578 1.49411
H -2.82108 0.11232 -0.13399
H 0.81354 2.55549 0.33551
H 2.23074 1.14503 1.78483
H 1.72639 -1.22420 1.84876
H -0.47212 -2.36404 -0.93304
N 1.47543 -0.62243 0.82021
N 0.21495 -2.14239 -0.15700
```

Mulliken population analysis, charges in e, atoms 1 to 2: C -1.8869; C 2.2229

=====

[6]
ORCA calculation (wB97M-V/def2-TZVPD) on C6H10N2 in the gas phase.

Properties
total energy = -344.04515 Ha
HOMO = -0.313 hartree
structure (SMILES) = CC1(C)[C@@H]2N=CN[C@@H]21
relative energy (zero: lowest compared OMol25 entry of this formula, charge and spin) = 57.5 kcal per mole
charge = 0

```
18
C6H10N2 (wB97M-V/def2-TZVPD)
C -0.42753 -1.50204 -0.61589
C -0.57003 -0.12177 -0.14802
C -1.99486 0.37018 0.02887
C 0.35795 0.45999 0.84030
C 2.30987 0.32616 -0.16639
C 0.18483 1.07433 -0.48892
H -1.31576 -1.87313 -1.09768
H -0.05832 -2.10273 0.27787
H 0.40540 -1.68278 -1.40648
H -2.59730 0.67624 -0.90426
H -2.00063 1.12056 0.79125
H -2.65921 -0.31663 0.61615
H -0.11181 0.93490 1.72923
H 2.27906 -0.21823 1.74032
H 3.33092 -0.03290 -0.22433
H -0.43150 2.03500 -0.82411
N 1.67441 -0.03907 0.96718
N 1.62449 0.89193 -1.11509
```

Mulliken population analysis, charges in e, atoms 1 to 2: C -1.5272; C 1.2416

=====

[7]
ORCA calculation (wB97M-V/def2-TZVPD) on C6H10N2 in the gas phase.

Properties
total energy = -343.88228 Ha
HOMO = -0.323 hartree
structure (SMILES) = C1=NCCC[C@@H]2CN12
relative energy (zero: lowest compared OMol25 entry of this formula, charge and spin) = 159.7 kcal per mole
charge = 0

```
18
C6H10N2 (wB97M-V/def2-TZVPD)
C 0.74985 1.42647 -0.37258
C 1.29309 1.03485 0.91985
C 0.45998 -1.32335 0.51432
C -1.59042 -1.25461 -0.56819
C -1.00544 -0.02793 -0.95613
C -0.72336 1.24781 0.02875
H 1.05933 2.54904 -0.56305
H 1.17468 0.79159 -1.37482
H 2.41817 1.22358 0.28283
H 0.84590 1.72012 1.68214
H 0.04673 -2.20266 1.01123
H -2.18779 -1.99994 -0.98919
H -1.99773 -0.93350 0.54903
H -1.10686 0.32742 -1.95121
H -1.48471 2.20141 0.07708
H -0.61782 0.75323 1.11221
N 1.14157 -0.38732 1.14895
N -0.17758 -1.19121 -0.75357
```

Mulliken population analysis, charges in e, atoms 1 to 2: C -0.4755; C -0.5367

=====

[8]
ORCA calculation (wB97M-V/def2-TZVPD) on C6H10N2 in the gas phase.

Properties
<S²> = 2.0131
total energy = -343.88628 Ha
HOMO (alpha / beta) = -0.190 / -0.332 hartree
multiplicity = 3
relative energy (zero: lowest compared OMol25 entry of this formula, charge and spin) = 37.2 kcal per mole
charge = 0

```
18
C6H10N2 (wB97M-V/def2-TZVPD)
C 0.36159 -0.11002 0.58995
C -0.74199 0.49458 0.34293
C 0.65784 -0.66070 -1.60977
C -1.29157 0.43947 -1.12683
C 1.26957 -0.54537 1.67584
C -1.57886 1.27347 1.38926
N -0.40139 -0.15552 -2.02502
N 1.57926 -1.41097 -2.20026
H -2.16423 -0.09408 -1.11886
H -1.38698 1.42106 -1.45515
H 1.08505 -1.56825 1.94885
H 1.25471 -0.06418 2.64167
H 2.37717 -0.56158 1.40648
H -0.78728 1.26834 2.08913
H -2.44855 0.90994 1.68182
H -1.63109 2.29256 0.97896
H 2.53838 -1.29769 -2.02371
H 1.30837 -1.63106 -3.18528
```

Mulliken population analysis, charges in e, atoms 1 to 2: C 0.4163; C 0.4064

=====

[9]
ORCA calculation (wB97M-V/def2-TZVPD) on a molecular structure, C6H10N2.

Properties
total energy = -343.27360 Ha
HOMO = -0.685 hartree
relative energy (zero: lowest compared OMol25 entry of this formula, charge and spin) = 90.2 kcal per mole
charge = +2

```
18
C6H10N2 (wB97M-V/def2-TZVPD)
C 0.03196 -0.23226 -0.92718
C 0.35902 -0.44897 1.40374
C -0.43829 0.06136 -2.31246
C 0.36119 -1.24034 -2.62868
C -0.43055 1.58894 0.43768
C 0.29192 -0.13415 2.77902
N 0.67127 -1.29424 -1.22614
N -0.03954 0.34620 0.35243
H 0.75021 -1.41743 1.08824
H -1.51478 -0.02565 -2.47829
H -0.04084 0.95928 -2.78790
H -0.20787 -2.10508 -2.98014
H 1.24804 -1.13284 -3.25516
H -0.73083 2.13302 -0.45097
H -0.46380 2.11899 1.38154
H -0.29046 -0.91537 3.31647
H 1.26136 -0.36361 3.26953
H -0.07120 0.85093 3.06426
```

Mulliken population analysis, charges in e, atoms 1 to 2: C 0.3243; C 0.3964

=====

[10]
ORCA calculation (wB97M-V/def2-TZVPD) on a molecular structure, C6H10N2O.

Properties
total energy = -419.27240 Ha
HOMO = -0.317 hartree
relative energy (zero: lowest compared OMol25 entry of this formula, charge and spin) = 71.6 kcal per mole
charge = 0

```
19
C6H10N2O (wB97M-V/def2-TZVPD)
C 0.78750 0.64327 -0.06557
C -0.74575 0.64640 -0.17812
C -0.69794 -0.90204 -0.40916
C 0.51835 -0.75197 0.58664
C -0.20489 -0.28001 1.85757
C -1.08035 0.75224 1.30534
H 2.50461 0.49993 -1.08551
H 1.46143 1.63127 -1.70308
H 1.17514 1.41142 0.62944
H -1.34347 1.31817 -0.75008
H -1.61432 -1.42758 -0.03524
H -1.14430 -1.42641 -2.30830
H 0.43038 -0.85946 -2.07148
H 1.28947 -1.53023 0.69222
H 0.31332 -0.17380 2.80718
H -1.22410 1.65217 1.89471
N 1.50651 0.65397 -1.36504
N -0.31997 -1.41977 -1.70820
O -1.61163 -0.43757 1.90668
```

Mulliken population analysis, charges in e, atoms 1 to 2: C -0.2454; C -0.7137

=====

Number 1: F_max 5.84 eV/A. Number 2: F_max 1.38 eV/A. Number 3: F_max 3.12 eV/A. Number 4: F_max 5.67 eV/A. Number 5: F_max 8.20 eV/A. Number 6: F_max 5.11 eV/A. Number 7: F_max 7.05 eV/A. Number 8: F_max 6.50 eV/A. Number 9: F_max 3.97 eV/A. Number 10: F_max 1.85 eV/A.